# 1
65
Properties=species:S:1:pos:R:3 method="wB97M-V/def2-TZVPD" e_above_lowest_ev=2.749 largest_force_ev_per_a=3.12 gap_ev="4.2 / 4.2" total_charge=+1 energy_ev=-132966.29149
Au 0.161 -0.815 1.673
Cl -3.115 -5.163 6.679
C -2.574 -4.352 5.283
C -1.683 -3.269 5.405
Cl -1.137 -2.819 6.959
C -1.268 -2.572 4.285
Cl -0.147 -1.276 4.429
C -1.735 -2.898 2.980
O -1.505 -2.221 1.932
C -2.572 -4.057 2.895
Cl -3.063 -4.512 1.330
C -2.998 -4.757 4.010
Cl -4.031 -6.107 3.827
S -1.668 -2.199 -4.885
C -0.973 -1.773 -3.290
C -0.383 -2.750 -2.504
C 0.048 -2.390 -1.235
N -0.101 -1.167 -0.754
C -0.620 -0.229 -1.526
C -1.065 -0.474 -2.812
C -0.464 -1.305 -5.880
C 0.679 -1.983 -6.271
C 1.635 -1.268 -6.983
N 1.486 0.003 -7.283
C 0.386 0.638 -6.937
C -0.642 0.023 -6.231
H -0.291 -3.763 -2.863
H 0.522 -3.099 -0.576
H -0.700 0.759 -1.098
H -1.508 0.310 -3.404
H 0.821 -3.025 -6.026
H 2.554 -1.737 -7.305
H 0.324 1.679 -7.222
H -1.539 0.562 -5.971
C -3.224 1.798 0.907
C -2.440 0.689 1.168
N -1.254 0.808 1.755
C -0.789 1.996 2.097
C -1.507 3.169 1.869
C -2.758 3.052 1.267
C -0.978 4.464 2.280
C 0.265 4.915 2.087
C 1.335 4.268 1.338
C 2.642 4.764 1.421
C 3.598 4.115 0.656
N 3.291 3.092 -0.119
C 2.034 2.693 -0.157
N 1.057 3.243 0.532
H -4.183 1.678 0.430
H -2.748 -0.316 0.922
H 0.182 2.015 2.566
H -3.345 3.937 1.068
H -1.687 5.102 2.791
H 0.524 5.888 2.478
H 2.889 5.610 2.042
H 4.634 4.432 0.649
H 1.798 1.869 -0.815
C 4.332 -0.644 1.678
S 2.743 -0.690 0.839
O 2.925 -0.600 -0.577
O 2.024 -1.923 1.288
O 1.950 0.454 1.411
H 5.081 -1.054 1.014
H 4.246 -1.217 2.592
H 4.525 0.398 1.896

=====

# 2
16
Properties=species:S:1:pos:R:3 method="wB97M-V/def2-TZVPD" e_above_lowest_ev=2.698 largest_force_ev_per_a=4.20 gap_ev=11.0 energy_ev=-8402.84928
C 1.388 -1.239 -0.321
C -0.063 0.439 0.397
C 0.888 1.581 -0.035
C -2.138 -0.426 0.105
H 1.980 -2.211 -0.004
H 0.601 -1.508 -1.117
H 2.154 -0.556 -0.767
H -0.604 0.806 1.350
H 0.946 1.482 -1.165
H 0.583 2.711 0.184
H 1.874 1.364 0.484
H -3.216 -0.217 -0.400
H -2.220 -0.242 1.231
H -1.875 -1.559 -0.121
O 0.693 -0.701 0.753
O -0.993 0.276 -0.574

=====

# 3
15
Properties=species:S:1:pos:R:3 method="wB97M-V/def2-TZVPD" e_above_lowest_ev=1.405 largest_force_ev_per_a=4.31 gap_ev=10.5 total_charge=+1 energy_ev=-75816.84266
C -0.763 -1.215 -0.672
C -1.113 -1.199 0.774
C -0.491 2.339 -0.068
C -0.050 1.103 0.059
N -1.061 0.061 -0.057
Br 4.627 -1.018 -0.140
H 0.292 -1.580 -0.996
H -1.425 -1.458 -1.386
H -2.014 -1.552 1.227
H -0.440 -1.230 1.586
H 0.090 3.228 -0.005
H 5.766 -0.426 -0.721
H -1.465 2.702 -0.041
H 0.988 0.645 0.261
H -2.036 0.297 -0.080

=====

# 4
15
Properties=species:S:1:pos:R:3 method="wB97M-V/def2-TZVPD" e_above_lowest_ev=4.233 largest_force_ev_per_a=2.94 gap_ev="8.5 / 8.5" energy_ev=-78315.99601
C -0.342 0.251 -0.469
C 2.420 -0.137 0.653
C -0.288 -1.302 -0.529
C -0.501 0.964 0.828
C -1.704 0.915 -0.068
N 1.821 -1.129 0.269
N 0.836 -1.838 0.307
Br 3.980 0.474 -0.106
H -1.084 -1.703 0.044
H -0.157 -1.673 -1.517
H -0.834 0.686 1.788
H -0.053 1.908 0.754
H 0.263 0.812 -1.206
H -1.924 1.669 -0.766
H -2.432 0.104 0.018